{
  "formula": "C9H12ClO13",
  "method": "ωB97M-V/def2-TZVPD",
  "gap_ha": 0.3272,
  "max_force_ev_per_a": 11.00,
  "relative_energy_ev": 10.5455,
  "total_charge": -1,
  "elements": ["Cl", "O", "O", "O", "O", "C", "C", "O", "C", "O", "O", "H", "H", "H", "H", "C", "C", "O", "C", "O", "O", "H", "H", "H", "H", "C", "C", "O", "C", "O", "O", "H", "H", "H", "H"],
  "xyz": [[0.7874, -1.2760, 0.5024], [0.5789, -1.9146, 1.7787], [-0.2566, -1.5212, -0.4120], [0.9295, 0.2041, 0.7109], [2.0148, -1.7808, -0.0752], [-1.0944, 0.7685, -0.7872], [-1.2114, 1.0888, 0.5958], [-0.2687, 2.0842, 0.7629], [0.2998, 2.3872, -0.3263], [1.2561, 3.1277, -0.3705], [-0.1966, 1.7834, -1.3387], [-2.0836, 1.0363, -1.1586], [-0.6525, -0.2195, -0.9161], [-1.1224, 0.1631, 1.1643], [-2.1802, 1.5668, 0.7411], [-2.2940, -2.2374, 0.1933], [-3.1175, -2.4217, -1.0333], [-3.7497, -1.1216, -1.1310], [-3.6506, -0.4343, -0.0673], [-4.1943, 0.6570, -0.0326], [-2.8197, -1.0692, 0.7389], [-1.2363, -2.0917, -0.0258], [-2.2704, -3.0043, 0.9674], [-4.0612, -2.9556, -0.9214], [-2.4948, -2.6401, -1.9008], [3.2553, 0.5576, 1.0832], [2.3864, 0.9160, -0.0514], [3.2540, 1.9037, -0.7497], [4.4202, 1.6109, -0.4657], [5.3489, 2.0243, -1.1104], [4.5449, 0.6318, 0.4839], [2.8627, -0.3688, 1.5023], [3.3685, 1.1137, 2.0138], [1.4713, 1.4408, 0.2231], [2.1763, -0.0093, -0.5879]],
  "nbo_charge": [2.554, -0.827, -0.811, -0.839, -0.819, -0.182, -0.125, -0.465, 0.934, -0.616, -0.472, 0.203, 0.242, 0.212, 0.202, -0.198, -0.105, -0.491, 0.977, -0.636, -0.497, 0.277, 0.181, 0.187, 0.200, -0.110, -0.102, -0.461, 0.963, -0.659, -0.515, 0.198, 0.174, 0.222, 0.202]
}